1.
This record from the OMol25 dataset describes an isolated molecule of C24H39N3O3S. The level of theory is the ωB97M-V functional and the def2-TZVPD basis.

Geometry as XYZ:
```
70
Properties=species:S:1:pos:R:3
C 5.17 -6.60 3.25
C 5.15 -5.83 1.93
C 6.36 -4.90 1.82
C 3.86 -5.06 1.78
C 2.98 -5.36 0.74
C 1.79 -4.66 0.59
C 1.48 -3.67 1.49
S -0.05 -2.77 1.28
O -0.19 -1.83 2.35
O -1.12 -3.71 1.06
N 0.25 -2.04 -0.20
C -0.92 -1.75 -1.00
C -1.62 -0.47 -0.56
C -0.63 0.70 -0.60
C -1.31 2.00 -0.16
O -1.06 2.56 0.88
N -2.24 2.44 -1.03
C -2.90 3.71 -0.88
C -2.53 4.66 -2.03
N -2.77 3.90 -3.28
C -2.04 4.32 -4.46
C -4.16 3.71 -3.62
C -1.04 5.03 -1.91
C -0.72 5.84 -0.66
C -1.55 7.12 -0.62
C -3.03 6.79 -0.70
C -3.35 5.96 -1.94
C 0.56 0.37 0.30
C 1.20 -0.94 -0.13
C 2.33 -3.35 2.53
C 3.52 -4.05 2.67
H 4.31 -7.25 3.32
H 5.15 -5.91 4.09
H 6.07 -7.20 3.32
H 5.21 -6.56 1.11
H 6.36 -4.18 2.63
H 7.28 -5.47 1.86
H 6.33 -4.35 0.87
H 3.23 -6.14 0.04
H 1.10 -4.89 -0.20
H -1.58 -2.61 -0.90
H -0.60 -1.67 -2.05
H -1.97 -0.60 0.47
H -2.48 -0.28 -1.20
H -0.28 0.83 -1.64
H -2.31 2.04 -1.96
H -2.59 4.11 0.09
H -3.99 3.55 -0.84
H -0.97 4.18 -4.32
H -2.35 3.69 -5.29
H -2.23 5.36 -4.75
H -4.74 3.43 -2.74
H -4.23 2.90 -4.34
H -4.62 4.60 -4.07
H -0.75 5.64 -2.77
H -0.44 4.12 -1.92
H -0.89 5.25 0.24
H 0.35 6.09 -0.67
H -1.34 7.68 0.29
H -1.27 7.75 -1.47
H -3.33 6.24 0.19
H -3.61 7.71 -0.73
H -4.42 5.72 -1.94
H -3.14 6.56 -2.83
H 0.20 0.28 1.33
H 1.29 1.18 0.27
H 1.98 -1.24 0.58
H 1.66 -0.84 -1.12
H 2.05 -2.57 3.22
H 4.18 -3.81 3.49
```

## Properties
- Net charge: 0
- Molar mass: 449.661 g/mol
- Frontier orbital gap: 9.238 eV
- LUMO: 0.63 eV
- E_HOMO: -8.6 eV
- Structure (SMILES): CC(C)c1ccc(S(=O)(=O)N2CCC(C(=O)NCC3(N(C)C)CCCCC3)CC2)cc1
- Electronic energy: -1726.1142 a.u.
- Energy above the lowest of the compared OMol25 structures with the same formula, charge and spin: 0.292 eV

These are the Mulliken partial charges, in e, on atoms 1 to 4: C -1.46; C 0.18; C -1.47; C 1.07

***

2.
This record from the OMol25 dataset describes a structure of composition C38H35ClMgN2Si2. The level of theory is the ωB97M-V functional and the def2-TZVPD basis.

Geometry as XYZ:
```
79
Properties=species:S:1:pos:R:3
C -0.41 5.08 0.97
C -0.22 4.03 1.90
C 0.88 3.24 1.45
H -0.73 3.90 2.86
C 1.36 3.82 0.23
C 0.56 4.95 -0.06
H 0.75 5.67 -0.86
H -1.10 5.92 1.10
H 1.36 2.43 2.00
H 2.26 3.51 -0.30
Mg -0.71 2.95 -0.17
Si 1.96 -3.01 0.99
C 1.11 -4.65 1.37
C 0.73 -5.53 0.34
H 1.13 -5.39 -0.67
C -0.18 -6.57 0.60
H -0.52 -7.20 -0.22
C -0.66 -6.77 1.90
H -1.41 -7.54 2.09
C -0.17 -5.98 2.94
H -0.51 -6.16 3.97
C 0.72 -4.94 2.69
H 1.12 -4.32 3.50
C 3.45 -3.51 -0.02
C 4.28 -4.57 0.41
H 4.19 -4.95 1.42
C 5.21 -5.13 -0.48
H 5.83 -5.97 -0.15
C 5.33 -4.64 -1.78
H 6.00 -5.13 -2.50
C 4.58 -3.52 -2.17
H 4.69 -3.11 -3.17
C 3.69 -2.93 -1.27
H 3.15 -2.02 -1.55
H 2.40 -2.42 2.28
Si -0.01 -2.00 -0.39
C 1.22 -0.53 -0.41
C 1.91 -0.01 0.71
H 1.62 -0.27 1.74
C 3.05 0.79 0.54
H 3.62 1.12 1.41
C 3.44 1.17 -0.75
H 4.33 1.78 -0.88
C 2.66 0.82 -1.85
H 2.92 1.18 -2.85
C 1.55 -0.02 -1.68
H 0.91 -0.28 -2.53
C -1.12 -1.81 1.11
C -1.14 -0.63 1.87
H -0.69 0.27 1.47
C -1.72 -0.62 3.15
H -1.62 0.26 3.79
C -2.43 -1.74 3.59
H -2.87 -1.75 4.58
C -2.57 -2.86 2.76
H -3.16 -3.72 3.09
C -1.92 -2.90 1.52
H -1.97 -3.79 0.89
H -0.94 -1.96 -1.53
Cl -1.53 1.02 -1.20
N -0.77 3.74 -2.44
C -1.97 4.44 -2.67
C -2.17 5.17 -3.83
C -3.45 5.71 -4.09
C -4.49 5.58 -3.18
C -4.29 4.91 -1.95
C -5.30 4.76 -0.97
C -5.01 4.14 0.23
C -3.69 3.70 0.46
N -2.72 3.82 -0.45
C -2.99 4.38 -1.66
H -0.91 2.70 -2.42
H -0.03 3.98 -3.08
H -1.36 5.28 -4.56
H -3.62 6.23 -5.04
H -5.47 6.02 -3.38
H -6.30 5.13 -1.19
H -5.75 3.99 1.01
H -3.41 3.24 1.42
```

## Properties
- Net charge: 0
- Molar mass: 635.642 g/mol
- Frontier orbital gap: 7.102 eV
- LUMO: -0.45 eV
- E_HOMO: -7.6 eV
- Electronic energy: -2817.8899 a.u.
- Energy above the lowest of the compared OMol25 structures with the same formula, charge and spin: 0.000 eV

These are the Mulliken partial charges, in e, on atoms 1 to 4: C -0.25; C -1.07; C -0.55; H 0.49

***

3.
This record from the OMol25 dataset describes a cluster of 2 separate species, C26H29Cl3F6INO5PS2 in total. The level of theory is the ωB97M-V functional and the def2-TZVPD basis.

Geometry as XYZ:
```
74
Properties=species:S:1:pos:R:3
C 2.31 -4.02 2.12
C 1.93 -3.14 0.89
C 1.54 -1.71 1.21
C 2.46 -0.86 1.85
C 3.85 -1.30 2.28
C 4.56 -0.23 3.14
C 4.69 -1.62 0.97
C 6.03 -0.88 0.83
C 2.05 0.43 2.08
C 0.82 0.88 1.69
C -0.11 0.07 1.08
C 0.29 -1.24 0.84
I -1.12 -2.49 -0.14
N -1.41 0.51 0.72
C -2.44 0.30 1.76
Cl -1.81 0.18 3.46
C -3.59 1.33 1.75
C -3.32 2.63 2.54
Cl -4.97 0.51 2.64
C -1.44 1.80 0.09
C -2.25 2.02 -1.05
C -3.04 0.82 -1.53
C -2.96 0.49 -3.03
C -1.60 0.00 -3.51
F -1.40 0.49 -4.78
F -1.54 -1.33 -3.64
F -0.56 0.40 -2.75
C -2.29 3.28 -1.60
C -3.19 3.60 -2.79
C -1.56 4.33 -1.09
O -1.65 5.55 -1.68
C -0.74 4.13 0.01
P 0.23 5.53 0.69
O -0.13 5.60 2.31
Cl 2.23 5.06 0.65
C -0.70 2.85 0.57
S 0.34 2.57 1.98
H 3.36 -4.33 2.00
H 1.75 -4.95 2.16
H 2.27 -3.49 3.08
H 2.79 -3.09 0.22
H 1.17 -3.69 0.33
H 3.86 -2.21 2.88
H 4.00 -0.05 4.06
H 5.51 -0.67 3.47
H 4.74 0.70 2.60
H 4.84 -2.70 0.86
H 4.08 -1.30 0.11
H 5.88 0.19 0.67
H 6.72 -1.06 1.67
H 6.54 -1.26 -0.06
H 2.69 1.16 2.58
H -2.89 -0.68 1.57
H -4.00 1.52 0.76
H -2.25 2.79 2.73
H -3.93 2.71 3.43
H -3.63 3.45 1.87
H -2.79 -0.10 -0.99
H -4.10 1.01 -1.30
H -3.66 -0.33 -3.22
H -3.28 1.29 -3.70
H -3.21 4.67 -3.01
H -2.77 3.13 -3.69
H -4.21 3.26 -2.59
H -1.16 6.21 -1.15
H -1.04 5.95 2.32
C -0.28 -5.04 -4.12
F 0.71 -4.74 -3.25
F -0.84 -3.88 -4.48
F 0.32 -5.55 -5.21
S -1.51 -6.21 -3.39
O -2.02 -5.50 -2.24
O -0.72 -7.38 -3.07
O -2.47 -6.40 -4.46
```

## Properties
- Net charge: -1
- Molar mass: 877.879 g/mol
- Frontier orbital gap: 7.032 eV
- LUMO: 1.31 eV
- E_HOMO: -5.7 eV
- Electronic energy: -4854.4715 a.u.

These are the Mulliken partial charges, in e, on atoms 1 to 4: C -1.39; C -0.79; C 1.26; C 0.56

***

Number 1: strongest force on any atom 0.0211 Eh/bohr. Number 2: strongest force on any atom 0.0629 Eh/bohr. Number 3: strongest force on any atom 0.0405 Eh/bohr.